No. 1
C18H48F3O9S7Tl | the ωB97M-V functional and the def2-TZVPD basis

Multiplicity ... 1
Net charge ... +2

Structure (XYZ):
```
86
C18H48F3O9S7Tl the ωB97M-V functional and the def2-TZVPD basis
Tl 8.84 -0.61 -4.00
C 2.40 0.45 0.51
O 2.67 1.69 1.15
O 3.65 -0.12 0.33
C 1.38 -0.36 1.40
F 0.11 0.00 1.09
F 1.48 -1.72 1.26
F 1.53 -0.14 2.67
C 1.78 2.79 1.01
C 1.75 3.67 2.24
H 1.25 3.08 3.01
H 2.72 4.12 2.46
H 1.02 4.43 1.97
H 0.71 2.61 0.86
H 2.12 3.38 0.16
H 2.00 0.74 -0.46
C -5.84 -5.11 -5.32
S -4.64 -4.46 -4.07
O -3.48 -3.88 -4.90
C -4.25 -6.12 -3.39
H -6.19 -4.26 -5.91
H -6.68 -5.65 -4.88
H -5.21 -5.84 -5.83
H -3.53 -5.95 -2.60
H -3.79 -6.80 -4.11
H -5.25 -6.51 -3.21
C -0.60 11.07 4.61
S -1.43 12.80 4.52
O -0.39 13.86 4.76
C -1.71 12.83 2.61
H -0.15 10.93 5.59
H 0.23 11.13 3.90
H -1.16 10.23 4.20
H -0.71 12.52 2.32
H -1.99 13.86 2.42
H -2.36 12.15 2.06
C -1.10 -2.14 8.76
S -2.71 -2.77 8.02
O -3.57 -3.10 9.22
C -3.23 -1.34 6.98
H -0.52 -1.80 7.90
H -0.69 -2.68 9.61
H -1.40 -1.23 9.27
H -2.37 -1.12 6.34
H -3.70 -0.59 7.61
H -3.94 -1.59 6.19
C -5.88 2.93 -1.03
S -5.38 3.85 0.48
O -4.90 5.18 -0.16
C -7.08 4.24 0.96
H -6.54 2.13 -0.71
H -4.98 2.53 -1.50
H -6.36 3.56 -1.78
H -7.36 3.31 1.45
H -7.69 4.40 0.07
H -7.19 5.04 1.70
C 6.16 -3.58 5.76
S 6.11 -5.31 6.43
O 5.41 -5.27 7.82
C 5.03 -6.00 5.09
H 6.26 -3.64 4.68
H 6.98 -2.97 6.15
H 5.21 -3.05 5.77
H 4.87 -7.06 5.33
H 5.50 -5.89 4.12
H 4.03 -5.56 5.16
C 0.86 1.82 -7.68
S 2.43 1.23 -8.35
O 3.10 0.64 -7.13
C 1.68 -0.07 -9.37
H 1.18 2.58 -6.97
H 0.48 1.03 -7.03
H 0.24 2.28 -8.45
H 2.31 -0.66 -10.04
H 0.88 0.24 -10.04
H 1.29 -0.87 -8.73
C 4.26 -7.34 -4.64
S 4.02 -5.91 -5.72
O 5.49 -5.59 -6.10
C 3.50 -6.89 -7.30
H 3.44 -8.04 -4.82
H 4.19 -7.02 -3.59
H 5.18 -7.72 -5.08
H 4.20 -7.69 -7.51
H 3.61 -6.22 -8.15
H 2.44 -7.10 -7.46
```

---

No. 2
C4H15N2O2 | the ωB97M-V functional and the def2-TZVPD basis

Multiplicity ... 1
Net charge ... +1

Structure (XYZ):
```
23
C4H15N2O2 the ωB97M-V functional and the def2-TZVPD basis
C -0.92 -1.65 0.49
C 0.32 -1.97 -0.30
C 0.90 -0.79 -1.05
N -0.28 1.90 -1.39
C -0.57 0.86 -2.12
N -0.03 -0.32 -2.09
H -1.79 -1.67 -0.17
H -1.18 -2.33 1.31
H -0.86 -0.66 0.94
H 0.22 -2.91 -0.85
H 1.11 -2.25 0.40
H 1.84 -1.12 -1.48
H 1.12 0.04 -0.38
H -0.80 2.76 -1.48
H 0.40 1.84 -0.65
H -1.38 1.01 -2.83
H -0.12 -0.92 -2.90
H -1.05 0.44 3.81
H -0.81 1.75 2.99
O -0.43 0.88 3.21
H 2.06 2.14 1.55
H 1.01 1.15 1.84
O 1.24 1.81 1.16
```

---

No. 3
C8H13N2S2 | the ωB97M-V functional and the def2-TZVPD basis

Multiplicity ... 1
Net charge ... +1

Structure (XYZ):
```
25
C8H13N2S2 the ωB97M-V functional and the def2-TZVPD basis
C -5.16 -2.09 0.00
C -3.69 -2.05 0.00
C -2.79 -0.99 0.00
N -1.50 -1.49 0.00
C -1.58 -2.82 0.00
N -2.91 -3.19 0.00
H -5.53 -1.06 0.00
H -5.57 -2.59 -0.89
H -5.57 -2.59 0.89
H -3.03 0.06 0.00
H -0.79 -3.56 0.00
H -3.25 -4.14 0.00
C 3.56 3.08 0.00
C 3.65 2.21 -1.24
S 2.15 1.22 -1.52
C 1.73 0.64 0.00
S 2.15 1.22 1.52
C 3.65 2.21 1.24
H 4.39 3.78 0.00
H 2.62 3.64 0.00
H 3.74 2.83 -2.14
H 4.48 1.50 -1.19
H 1.02 -0.18 0.00
H 4.48 1.50 1.19
H 3.74 2.83 2.14
```

---

No. 4
C37H55As3BN3O2SeZr | the ωB97M-V functional and the def2-TZVPD basis

Multiplicity ... 1

Structure (XYZ):
```
103
C37H55As3BN3O2SeZr the ωB97M-V functional and the def2-TZVPD basis
Zr 0.00 0.93 0.45
O -1.29 1.40 -1.06
C -2.25 2.22 -1.42
C -2.71 2.21 -2.74
C -3.76 3.02 -3.12
C -4.39 3.87 -2.20
C -3.92 3.90 -0.91
C -2.85 3.09 -0.50
C -2.36 3.25 0.86
N -1.33 2.70 1.36
C -1.00 3.16 2.74
C 0.01 2.24 3.42
N 0.94 1.86 2.37
C 2.16 2.24 2.47
C 3.07 2.38 1.36
C 4.44 2.54 1.58
C 5.29 2.92 0.56
C 4.74 3.21 -0.69
C 3.39 3.08 -0.93
C 2.53 2.62 0.08
O 1.25 2.44 -0.17
H -2.23 1.55 -3.45
H -4.11 3.00 -4.15
H -5.21 4.49 -2.51
H -4.38 4.56 -0.18
H -2.94 3.94 1.47
H -1.91 3.23 3.33
H -0.57 4.15 2.64
H -0.46 1.37 3.85
H 0.52 2.80 4.21
H 2.51 2.62 3.44
H 4.84 2.34 2.57
H 6.35 3.01 0.73
H 5.39 3.54 -1.50
H 2.96 3.31 -1.90
C -1.35 -3.37 -0.20
As -1.37 -1.52 -0.78
C -3.29 -1.19 -0.63
C -1.39 -1.64 -2.74
C -0.16 -2.14 -3.53
C -0.26 -3.66 -3.68
C 1.15 -1.83 -2.80
As 1.54 -0.02 -2.14
C 3.41 -0.43 -1.79
C 1.80 1.04 -3.76
C -0.24 -1.45 -4.91
As 0.90 -1.78 -6.50
C 2.59 -2.56 -5.86
C 0.11 -3.45 -7.15
H -2.04 -3.95 -0.81
H -1.67 -3.39 0.85
H -0.35 -3.79 -0.26
H -3.80 -1.63 -1.49
H -3.49 -0.12 -0.60
H -3.65 -1.64 0.29
H -1.65 -0.62 -3.03
H -2.25 -2.26 -3.00
H -0.35 -4.14 -2.70
H 0.62 -4.08 -4.17
H -1.14 -3.93 -4.27
H 2.01 -2.12 -3.41
H 1.22 -2.43 -1.89
H 3.89 -0.67 -2.74
H 3.48 -1.29 -1.13
H 3.92 0.41 -1.32
H 2.01 0.39 -4.60
H 2.67 1.68 -3.58
H 0.94 1.66 -3.98
H -0.19 -0.37 -4.76
H -1.24 -1.63 -5.31
H 3.20 -1.81 -5.36
H 3.12 -2.88 -6.76
H 2.46 -3.42 -5.21
H -0.95 -3.29 -7.36
H 0.21 -4.27 -6.44
H 0.60 -3.73 -8.08
C -1.63 -1.18 8.37
C -1.63 -0.94 6.88
C -2.63 -0.20 6.27
C -2.66 0.01 4.89
C -3.79 0.84 4.34
C -1.65 -0.55 4.10
Se -1.77 -0.34 2.19
C -0.62 -1.30 4.70
C 0.49 -1.90 3.90
C -0.64 -1.48 6.08
H -2.34 -0.52 8.88
H -0.64 -1.01 8.80
H -1.92 -2.21 8.60
H -3.42 0.23 6.88
H -4.69 0.70 4.94
H -4.01 0.60 3.30
H -3.54 1.91 4.38
H 1.05 -1.13 3.39
H 0.11 -2.57 3.13
H 1.18 -2.44 4.55
H 0.16 -2.06 6.53
B 3.96 -1.17 1.96
C 2.57 -0.83 1.31
N 1.54 -0.58 0.84
H 3.98 -0.58 3.02
H 3.99 -2.37 2.10
H 4.81 -0.76 1.20
```

---

No. 5
C13H16N4O3 | the ωB97M-V functional and the def2-TZVPD basis

Structure (SMILES) ... [H]/N=C1/c2c(O)cc(O)cc2CCCCN1/C(=N/[H])C(N)=O
Multiplicity ... 1

Structure (XYZ):
```
36
C13H16N4O3 the ωB97M-V functional and the def2-TZVPD basis
H 0.46 2.85 0.72
N -0.41 2.37 0.85
C -0.27 1.13 0.46
C -1.42 0.19 0.59
C -2.45 0.51 1.50
O -2.49 1.71 2.14
C -3.58 -0.28 1.57
C -3.74 -1.34 0.77
O -4.91 -2.03 0.73
C -2.78 -1.60 -0.18
C -1.59 -0.90 -0.28
C -0.75 -1.24 -1.45
C 0.41 -2.20 -0.93
C 1.67 -1.51 -0.61
C 1.53 -0.65 0.58
N 1.04 0.78 0.14
C 2.11 1.63 -0.28
N 1.61 2.62 -0.94
H 2.26 3.35 -1.28
C 3.54 1.49 -0.24
N 4.35 2.29 -1.05
O 4.10 0.61 0.25
H -1.78 2.25 1.86
H -4.26 0.03 2.33
H -5.64 -1.77 1.34
H -3.14 -2.35 -0.87
H -0.23 -0.44 -1.90
H -1.40 -1.74 -2.16
H 0.13 -2.85 -0.10
H 0.65 -2.94 -1.76
H 2.16 -1.14 -1.45
H 2.29 -2.36 -0.31
H 0.74 -1.05 1.28
H 2.41 -0.64 1.23
H 5.37 2.07 -1.10
H 4.03 3.14 -1.46
```

---

No. 6
CH5N3S | the ωB97M-V functional and the def2-TZVPD basis

Multiplicity ... 1

Structure (XYZ):
```
10
CH5N3S the ωB97M-V functional and the def2-TZVPD basis
C -0.84 0.32 -0.45
H -1.08 2.63 1.82
H -1.94 0.69 2.42
H -1.19 0.21 -1.43
H 0.56 -0.17 0.96
H 1.24 -2.33 -0.63
N -1.12 1.27 1.60
N -1.61 1.10 0.28
N 0.19 -0.50 0.05
S 1.58 -1.00 -0.87
```

---

No. 7
C26H24N5O6PtSSe | the ωB97M-V functional and the def2-TZVPD basis

Multiplicity ... 1
Net charge ... -1

Structure (XYZ):
```
64
C26H24N5O6PtSSe the ωB97M-V functional and the def2-TZVPD basis
Pt -0.25 -0.81 0.04
N -2.97 0.44 6.71
C -1.78 0.63 5.99
C -1.71 1.62 5.01
C -0.56 1.78 4.26
C 0.54 0.96 4.49
C 0.48 -0.02 5.46
C -0.68 -0.19 6.21
S 2.01 1.17 3.52
O 2.18 2.60 3.35
O 3.06 0.43 4.18
N 1.49 0.46 2.17
C 2.21 0.43 1.08
N 1.62 -0.16 -0.02
C 2.27 -0.17 -1.18
C 3.53 0.37 -1.33
C 4.08 0.91 -0.17
N 3.47 0.95 0.99
H -3.55 1.25 6.78
H -2.84 0.00 7.61
H -2.57 2.26 4.83
H -0.49 2.54 3.50
H 1.34 -0.66 5.63
H -0.73 -0.96 6.97
H 1.75 -0.64 -2.00
H 4.05 0.35 -2.27
H 5.08 1.34 -0.19
C -2.08 -6.99 -2.99
C -1.47 -5.97 -2.07
C -0.24 -5.39 -2.34
C 0.33 -4.45 -1.49
C 1.66 -3.85 -1.86
C -0.34 -4.08 -0.32
Se 0.50 -2.88 0.95
C -1.60 -4.64 -0.04
C -2.39 -4.26 1.18
C -2.13 -5.57 -0.92
H -1.46 -7.13 -3.88
H -3.08 -6.69 -3.31
H -2.17 -7.96 -2.50
H 0.29 -5.67 -3.25
H 1.99 -4.21 -2.83
H 2.42 -4.07 -1.11
H 1.58 -2.76 -1.89
H -2.24 -3.21 1.44
H -2.09 -4.86 2.04
H -3.46 -4.43 1.00
H -3.11 -6.00 -0.69
O -1.40 0.91 -0.63
C -2.44 0.25 -0.38
O -2.36 -0.97 -0.05
C -3.79 0.90 -0.44
C -4.65 0.75 0.64
C -5.89 1.36 0.61
C -6.25 2.08 -0.52
C -5.41 2.23 -1.61
C -4.16 1.64 -1.56
N -7.57 2.72 -0.56
O -7.90 3.30 -1.58
O -8.32 2.55 0.39
H -4.34 0.17 1.49
H -6.59 1.28 1.44
H -5.73 2.81 -2.46
H -3.47 1.75 -2.38
```

---

No. 8
C4H9FS2 | the ωB97M-V functional and the def2-TZVPD basis

Structure (SMILES) ... FCC(CS)CS
Multiplicity ... 1

Structure (XYZ):
```
16
C4H9FS2 the ωB97M-V functional and the def2-TZVPD basis
F -0.13 1.16 -1.58
C 0.45 1.47 -0.48
C 0.06 0.35 0.61
C -1.29 -0.19 0.53
S -1.52 -1.55 -0.71
C 1.01 -0.79 0.80
S 1.72 -1.43 -0.80
H 1.56 1.71 -0.63
H 0.03 2.48 -0.32
H 0.09 1.01 1.58
H -2.14 0.68 0.32
H -1.65 -0.74 1.39
H -1.58 -0.72 -1.85
H 0.83 -1.56 1.65
H 2.11 -0.39 1.11
H 0.45 -1.50 -1.61
```

---

No. 9
C3H4N2O | the ωB97M-V functional and the def2-TZVPD basis

Structure (SMILES) ... O=C1CC=NN1
Multiplicity ... 1

Structure (XYZ):
```
10
C3H4N2O the ωB97M-V functional and the def2-TZVPD basis
O -2.33 -0.13 -0.22
C -1.21 -0.15 -0.19
C 0.01 0.96 0.10
C 1.39 0.10 -0.18
N 1.01 -1.09 -0.13
N -0.35 -1.25 0.07
H -0.14 1.20 1.34
H 0.14 1.98 -0.53
H 2.41 0.41 -0.61
H -0.94 -2.02 0.37
```

---

No. 10
C21H45O9PS | the ωB97M-V functional and the def2-TZVPD basis

Structure (SMILES) ... CCOC[C@]1(CCCCCCOC)OC(=O)O[C@H]1[PH2]=S.COCCOC.COCCOC
Multiplicity ... 1

Structure (XYZ):
```
77
C21H45O9PS the ωB97M-V functional and the def2-TZVPD basis
C 1.00 3.22 -1.08
C 1.59 1.98 -1.74
O 1.65 0.93 -0.76
C 2.32 -0.25 -1.13
C 1.56 -1.33 -1.94
C 0.19 -0.97 -2.52
C -0.95 -0.70 -1.54
C -2.23 -0.25 -2.27
C -3.54 -0.86 -1.74
C -4.77 0.07 -1.86
C -5.09 0.52 -3.29
O -5.76 -0.54 -3.98
C -5.68 -0.46 -5.38
O 1.35 -2.51 -1.04
C 1.61 -3.64 -1.71
O 1.54 -4.70 -1.28
O 1.99 -3.37 -2.99
C 2.50 -2.03 -2.93
P 2.79 -1.43 -4.64
S 2.13 0.30 -5.22
H -0.08 3.11 -0.91
H 1.16 4.10 -1.72
H 1.50 3.41 -0.11
H 0.98 1.66 -2.60
H 2.61 2.17 -2.11
H 2.62 -0.73 -0.18
H 3.26 0.01 -1.67
H -0.12 -1.83 -3.15
H 0.31 -0.12 -3.22
H -1.16 -1.62 -0.97
H -0.63 0.07 -0.83
H -2.31 0.86 -2.21
H -2.14 -0.49 -3.35
H -3.41 -1.14 -0.69
H -3.76 -1.80 -2.28
H -4.64 0.96 -1.22
H -5.67 -0.48 -1.50
H -4.17 0.78 -3.84
H -5.74 1.42 -3.29
H -6.56 -0.96 -5.81
H -5.68 0.60 -5.72
H -4.77 -0.95 -5.77
H 3.50 -2.07 -2.44
H 2.36 -2.55 -5.36
H 4.18 -1.57 -4.70
C 2.80 3.02 5.23
O 3.30 1.86 4.61
C 2.50 1.39 3.54
C 3.09 1.78 2.20
O 3.08 3.19 2.01
C 4.32 3.81 2.28
H 3.57 3.38 5.91
H 2.58 3.80 4.50
H 1.89 2.81 5.81
H 1.47 1.77 3.63
H 2.45 0.30 3.60
H 2.50 1.34 1.39
H 4.11 1.40 2.13
H 5.07 3.56 1.52
H 4.71 3.52 3.26
H 4.16 4.88 2.27
C 0.72 -1.81 3.02
O 0.11 -0.96 3.98
C -1.10 -0.38 3.53
C -2.31 -1.10 4.10
O -2.40 -2.43 3.63
C -1.93 -3.41 4.55
H 1.53 -2.34 3.53
H 0.01 -2.54 2.62
H 1.13 -1.23 2.19
H -1.15 -0.39 2.44
H -1.12 0.66 3.87
H -3.22 -0.57 3.79
H -2.26 -1.09 5.19
H -2.61 -3.50 5.40
H -0.93 -3.16 4.92
H -1.89 -4.35 4.02
```

---

No. 11
C18H13N3O4S | the ωB97M-V functional and the def2-TZVPD basis

Multiplicity ... 1

Structure (XYZ):
```
39
C18H13N3O4S the ωB97M-V functional and the def2-TZVPD basis
O 4.24 0.09 -1.19
C 3.69 -0.66 -0.60
N 2.61 -0.19 0.16
C 1.91 -1.36 0.82
O 0.96 -1.43 1.46
C 2.52 -2.69 0.48
C 3.65 -2.27 -0.26
H 4.68 -2.30 -0.07
H 3.71 -2.60 -1.50
H 2.89 -3.23 1.30
S 1.38 -3.51 -0.52
C -0.23 -2.99 -0.22
N -0.99 -3.81 0.53
N -2.05 -2.73 0.68
C -1.80 -1.81 -0.26
C -2.71 -0.70 -0.27
C -2.23 0.13 -1.29
C -3.09 1.35 -1.48
C -4.13 1.66 -0.91
C -4.66 0.65 0.19
C -3.89 -0.53 0.23
O -4.39 -1.32 1.37
H -3.65 -2.04 1.35
H -5.61 0.76 0.80
H -4.86 2.59 -1.26
H -2.67 2.16 -2.30
H -1.34 -0.03 -1.90
O -0.52 -1.76 -0.70
C 1.93 1.03 0.44
C 0.69 1.31 0.37
C 0.24 2.77 0.37
C 1.12 3.66 0.45
C 2.53 3.43 0.62
C 2.92 1.96 0.46
H 3.96 1.80 0.51
H 3.27 4.39 0.76
H 0.84 4.71 0.50
H -0.83 2.90 0.66
H -0.08 0.60 0.20
```

---

No. 12
C3H4FN | the ωB97M-V functional and the def2-TZVPD basis

Structure (SMILES) ... C[C@H](F)C#N
Multiplicity ... 1

Structure (XYZ):
```
9
C3H4FN the ωB97M-V functional and the def2-TZVPD basis
C 1.65 0.25 0.64
C 0.36 -0.21 0.04
F 0.18 -0.15 -1.47
C -0.91 0.29 0.34
N -2.17 0.03 0.67
H 2.05 1.35 0.82
H 2.06 -0.53 1.61
H 2.52 -0.17 0.07
H 0.28 -1.40 -0.01
```

---

no.,LUMO energy (eV),largest force on an atom (eV/Å),Kohn-Sham gap (eV)
1,-10.4909,4.71,0.978
2,-2.8224,1.66,11.857
3,-5.3585,1.81,5.464
4,-0.1484,0.94,7.112
5,-0.1568,6.70,8.079
6,0.5056,5.51,9.082
7,1.0880,0.85,5.931
8,0.6818,5.45,9.223
9,0.7719,11.85,10.042
10,0.3515,4.37,9.498
11,-0.3946,13.68,8.452
12,-0.3710,15.46,10.806